Record 1
16
Properties=species:S:1:pos:R:3:forces:R:3:nbo_charge:R:1 method="wB97M-V/def2-TZVPD" multiplicity=1 max_force_ha_per_bohr=0.0096 relative_energy_ev=0.938 e_tot_ha=-363.05108 smiles="C[C@@H](CO)NC=O" lumo_ha=0.02703
C 0.391635 0.513994 -1.681223 -0.02 0.13 -0.10 -0.6146
C 0.634042 0.211114 -0.205426 0.11 0.13 0.03 -0.0732
C -0.126387 1.174738 0.700134 -0.04 0.09 -0.40 -0.0690
O 0.241646 1.062780 2.046900 -0.11 -0.14 0.15 -0.7265
N 0.237723 -1.186460 0.000599 -0.12 -0.42 -0.16 -0.6067
C -0.803001 -1.689836 0.705959 -0.26 0.11 0.41 0.5315
O -1.369747 -1.167705 1.655910 0.26 -0.07 -0.37 -0.6417
H 0.973174 -0.154428 -2.329091 -0.10 0.10 0.15 0.2072
H 0.671641 1.540067 -1.933181 -0.02 -0.08 0.05 0.2204
H -0.670558 0.368445 -1.906709 0.13 0.09 -0.05 0.2115
H 1.700714 0.313520 0.031386 -0.13 -0.07 0.00 0.2010
H 0.118442 2.187761 0.363378 0.00 -0.09 0.11 0.1808
H -1.203729 1.021087 0.553779 0.10 0.12 0.05 0.1771
H -0.235230 0.281117 2.375249 0.03 0.13 -0.02 0.4939
H 0.585352 -1.796979 -0.725592 -0.15 -0.06 0.11 0.3891
H -1.145715 -2.679215 0.347928 0.34 0.05 0.03 0.1192


Record 2
16
Properties=species:S:1:pos:R:3:forces:R:3:nbo_charge:R:1 method="wB97M-V/def2-TZVPD" multiplicity=1 max_force_ha_per_bohr=0.0751 relative_energy_ev=3.244 e_tot_ha=-362.96631 lumo_ha=0.02485
C -2.643135 0.339545 -0.088586 -0.65 0.38 -0.12 -0.4109
N -1.568961 -0.566164 0.221662 1.58 -1.70 3.08 -0.5762
C -0.330079 -0.015039 0.907767 0.90 0.68 -1.06 -0.5106
C 0.769615 -0.192355 0.042793 -0.40 0.17 0.26 0.6791
O 0.717236 -0.885774 -0.993909 0.11 0.23 0.25 -0.7519
O 1.912896 0.423570 0.451300 -0.11 -0.23 -0.24 -0.5200
C 3.045593 0.190414 -0.380297 0.18 0.00 -0.06 -0.2549
H -3.002024 0.811250 0.825475 0.01 -0.03 -0.07 0.2134
H -3.464399 -0.191765 -0.577172 0.10 0.11 0.08 0.2097
H -2.238349 1.107946 -0.746991 -0.07 -0.01 -0.01 0.2239
H -1.156113 -1.063596 -0.580471 0.06 -0.07 -0.09 0.4613
H -1.585487 -1.200490 1.089721 -1.51 0.43 -2.10 0.4704
H -0.485993 0.816306 1.573437 -0.05 0.03 -0.03 0.2097
H 3.872845 0.705022 0.112277 -0.09 -0.10 -0.11 0.1860
H 2.893440 0.600137 -1.384294 0.00 -0.06 0.16 0.1831
H 3.262921 -0.879004 -0.472710 -0.05 0.18 0.05 0.1878


Record 3
16
Properties=species:S:1:pos:R:3:forces:R:3:nbo_charge:R:1 method="wB97M-V/def2-TZVPD" multiplicity=1 max_force_ha_per_bohr=0.0086 relative_energy_ev=0.167 e_tot_ha=-363.07941 smiles="CCCOC(N)=O" lumo_ha=0.03484
C -2.455573 0.023210 -0.239175 -0.08 -0.02 0.01 -0.6071
C -0.987067 0.428416 -0.200526 0.03 0.03 0.00 -0.4284
C -0.216425 -0.241697 0.926530 -0.22 -0.05 0.01 -0.0669
O 1.164283 0.142538 0.870169 0.14 -0.05 -0.12 -0.5238
C 1.865551 -0.422124 -0.137112 0.01 -0.16 -0.16 0.8811
N 3.088428 0.174878 -0.250891 0.02 0.02 -0.10 -0.8375
O 1.474512 -1.340500 -0.825733 0.16 0.32 0.26 -0.6481
H -2.983806 0.307355 0.678407 0.08 -0.05 -0.12 0.2013
H -2.958713 0.509464 -1.080540 0.02 -0.08 0.14 0.2153
H -2.558210 -1.059890 -0.371654 0.00 0.15 0.04 0.2079
H -0.510157 0.144143 -1.145137 -0.08 0.09 0.14 0.2199
H -0.888209 1.515239 -0.085286 -0.04 -0.14 -0.06 0.1986
H -0.552350 0.095767 1.911831 0.00 -0.08 -0.17 0.1882
H -0.298263 -1.331952 0.866595 0.03 0.16 0.01 0.1977
H 3.593832 -0.018727 -1.101112 -0.06 -0.01 0.17 0.4022
H 3.222169 1.073878 0.183629 -0.03 -0.14 -0.04 0.3994


Record 4
16
Properties=species:S:1:pos:R:3:forces:R:3:nbo_charge:R:1 method="wB97M-V/def2-TZVPD" multiplicity=1 max_force_ha_per_bohr=0.0353 relative_energy_ev=3.538 e_tot_ha=-362.95553 smiles=COCCO.C#N lumo_ha=0.03112
C -1.671745 0.283385 -0.555116 0.55 0.16 -0.52 -0.2571
O -0.397480 -0.362445 -0.887444 -0.58 0.47 -0.11 -0.5624
C 0.849317 0.331863 -0.883585 -0.20 0.32 -0.11 -0.0881
C 1.474895 0.597634 0.493583 0.11 -0.09 -0.21 -0.0954
O 0.560384 1.198614 1.376775 -0.14 -0.16 0.20 -0.7144
H -1.816972 0.656559 0.472427 0.61 -0.21 -0.42 0.1946
H -1.777032 1.102199 -1.257584 -0.18 0.26 -0.07 0.1826
H -2.472545 -0.453726 -0.713763 0.58 0.15 -0.16 0.2097
H 1.549173 -0.293930 -1.463927 -0.32 0.18 0.07 0.1880
H 0.715226 1.276555 -1.415945 0.09 0.12 0.02 0.1819
H 1.915165 -0.311691 0.940035 -0.23 0.11 -0.18 0.1571
H 2.310626 1.296890 0.356107 -0.18 -0.10 -0.02 0.1886
H -0.065019 0.503572 1.629024 0.02 0.20 0.10 0.4789
C -0.376372 -1.895602 0.573641 -0.94 -0.63 1.42 0.1252
N -1.307903 -1.649352 1.217252 0.95 -0.77 0.03 -0.4164
H 0.510282 -2.280525 0.118521 -0.13 -0.01 -0.02 0.2273


Record 5
16
Properties=species:S:1:pos:R:3:forces:R:3:nbo_charge:R:1 method="wB97M-V/def2-TZVPD" multiplicity=1 max_force_ha_per_bohr=0.0928 relative_energy_ev=4.525 e_tot_ha=-362.91924 lumo_ha=-0.01522
C 2.987761 -0.024580 -0.200803 -0.88 -0.22 0.38 -0.4543
N 2.584207 0.921465 0.814809 -0.02 0.78 0.72 -0.3398
C -3.457408 -0.988468 -0.886638 -0.23 0.94 -0.36 -0.8579
C 1.433216 1.281462 1.207025 1.55 -1.57 -0.11 -0.0022
C 0.095130 0.703212 0.811809 -0.14 1.20 4.17 0.5679
O 0.182221 -0.657956 0.378118 -0.46 4.36 -1.60 -0.5821
O -0.870561 1.392731 0.990054 -0.40 -1.08 -0.56 -0.4882
H 2.385703 0.057527 -1.107757 0.34 0.13 -0.32 0.1847
H 4.057700 0.074775 -0.355378 -0.10 0.18 -0.37 0.2144
H 2.806686 -1.043120 0.150410 -0.01 0.02 0.19 0.2289
H -2.957158 -0.178006 -0.357542 0.37 -0.08 -0.15 0.2209
H -3.297730 -1.909279 -0.338640 -0.19 -0.16 -0.16 0.2160
H -3.143123 -1.034781 -1.938641 0.26 -0.17 0.46 0.2084
H -4.495258 -0.655478 -0.923295 -0.19 -0.51 0.21 0.2111
H 1.384031 1.906456 2.096215 -0.18 0.44 -0.34 0.2060
H 0.304577 0.154040 -0.339746 0.27 -4.25 -2.15 0.4659


Record 6
16
Properties=species:S:1:pos:R:3:forces:R:3:nbo_charge:R:1 method="wB97M-V/def2-TZVPD" multiplicity=1 max_force_ha_per_bohr=0.0100 relative_energy_ev=3.640 e_tot_ha=-362.95177 lumo_ha=0.02913
C -1.078403 1.688417 -0.515369 -0.01 0.07 -0.03 -0.6159
C -0.185973 0.643590 0.129730 -0.09 0.03 0.06 -0.2588
C -1.285018 -2.125534 0.320528 -0.09 -0.28 0.42 0.0538
O -0.453649 -2.365549 1.292334 -0.09 0.06 -0.32 -0.6507
N 1.159684 0.659317 -0.429847 0.12 -0.06 -0.04 -0.5882
C 2.043939 -0.338930 -0.276630 0.04 -0.05 0.02 0.5498
O 1.866993 -1.380083 0.348544 -0.08 0.31 -0.15 -0.6694
H -0.636598 2.691146 -0.493949 -0.04 -0.10 0.02 0.2011
H -2.031461 1.732824 0.020801 0.15 0.00 -0.10 0.2256
H -1.293390 1.417803 -1.554274 0.06 0.09 0.11 0.2147
H -0.134536 0.770251 1.219380 0.01 0.01 -0.18 0.1911
H -2.286257 -2.164168 0.817190 0.05 -0.22 -0.05 0.0662
H -0.606500 -0.345569 -0.085674 0.09 0.24 0.05 0.2323
H 0.463806 -2.206072 0.948343 -0.04 0.00 0.07 0.5288
H 1.450663 1.463625 -0.964554 0.03 -0.09 0.05 0.3979
H 3.006706 -0.141061 -0.776554 -0.09 -0.02 0.05 0.1218


Record 7
16
Properties=species:S:1:pos:R:3:forces:R:3:nbo_charge:R:1 method="wB97M-V/def2-TZVPD" multiplicity=1 max_force_ha_per_bohr=0.1282 relative_energy_ev=7.897 e_tot_ha=-362.79533 lumo_ha=-0.09487
C 1.147352 -0.122334 1.274126 -1.16 0.65 3.74 -0.0782
O 2.125589 -0.329078 0.443422 -0.60 0.18 -1.67 -0.4728
C 0.126287 0.116850 0.195793 6.19 -1.63 -1.57 -0.0077
C -0.394689 -1.276699 -0.480304 0.83 3.55 1.30 -0.4432
C -1.412743 -0.394114 0.186072 -4.73 -2.17 -1.72 0.4835
N -2.059505 0.574787 -0.698342 -0.02 -0.59 0.70 -0.8199
O -1.957041 -0.632357 1.258570 0.82 0.07 0.94 -0.5161
H 1.188871 0.752972 1.942410 0.39 0.10 -0.08 0.1530
H 0.874396 -0.976378 1.918348 -0.29 -0.07 -0.18 0.1693
H 2.585233 2.113841 -1.239394 0.01 0.07 -0.06 -0.0105
H 0.471697 0.896474 -0.467598 -0.87 0.30 -0.19 0.2615
H 2.672416 1.451466 -1.560302 0.01 0.01 0.01 0.0102
H -0.085290 -1.103090 -1.497142 -0.60 -0.57 -0.38 0.2548
H 0.059467 -2.012970 0.159819 -0.30 -0.45 -0.24 0.2542
H -2.774561 0.949625 -0.072834 0.10 0.30 -0.30 0.3830
H -2.567485 -0.008993 -1.362644 0.23 0.27 -0.30 0.3787


Record 8
16
Properties=species:S:1:pos:R:3:forces:R:3:nbo_charge:R:1 method="wB97M-V/def2-TZVPD" multiplicity=1 max_force_ha_per_bohr=0.0567 relative_energy_ev=1.557 e_tot_ha=-363.02832 smiles="NCCCC(=O)O" lumo_ha=0.02515
N 1.514364 0.734956 0.840521 0.02 -0.81 -2.65 -0.8373
C 1.053647 0.716229 -0.661302 2.72 0.95 0.44 -0.2423
C -0.449138 0.844332 -0.846245 -0.01 0.37 1.32 -0.4238
C -1.164266 0.093213 0.327518 -0.65 0.26 -1.39 -0.5198
C -0.479220 -1.237670 0.496461 -1.77 -0.43 1.04 0.7964
O 0.015212 -1.597513 1.540220 0.21 -0.47 -0.53 -0.6124
O -0.659437 -2.139936 -0.538261 0.51 1.35 1.33 -0.6814
H 1.289668 -0.187646 1.263664 0.41 1.29 -0.43 0.3769
H 0.936935 1.401615 1.285906 -0.48 0.87 0.82 0.3334
H 1.461585 -0.234012 -1.017316 -0.32 -0.01 -0.20 0.1941
H 1.653258 1.534395 -1.318923 -1.40 -1.69 1.80 0.2011
H -0.794918 0.493094 -1.819425 0.08 0.13 0.07 0.2249
H -0.678834 1.902306 -0.693059 -0.28 -0.03 -0.47 0.2085
H -2.184707 -0.178580 -0.029155 0.47 0.37 0.41 0.2434
H -1.252761 0.747435 1.250738 0.41 -1.37 -1.02 0.2432
H -0.261387 -2.892219 -0.081344 0.08 -0.78 -0.52 0.4951


Record 9
16
Properties=species:S:1:pos:R:3:forces:R:3:nbo_charge:R:1 method="wB97M-V/def2-TZVPD" multiplicity=1 max_force_ha_per_bohr=0.0649 relative_energy_ev=5.844 e_tot_ha=-362.87076 lumo_ha=-0.04186
O -2.776572 -2.044014 -1.160162 1.71 -0.21 0.34 -0.6091
C -1.624339 -2.216934 -0.789719 -0.03 2.21 0.39 0.6443
O -0.739985 -1.282245 -0.317735 0.04 0.04 -0.97 -0.8439
H -1.161099 -3.223446 -0.717103 -0.18 0.15 -0.04 0.0846
C 1.882663 2.523466 0.265615 0.20 0.13 0.19 -0.6690
C 1.240432 1.185671 0.539350 -2.62 1.81 1.01 0.2051
C 1.872754 -0.002070 0.243197 -2.20 -0.50 1.14 -0.4933
N -0.047804 1.432550 1.137669 0.53 -2.10 0.11 -0.8354
H 2.856993 2.328638 -0.182762 -0.27 0.49 -0.56 0.2299
H 1.152594 3.120027 -0.313809 0.83 -0.24 -0.27 0.2312
H 2.089917 3.155179 1.153825 -0.34 -0.80 -0.06 0.2440
H 1.372247 -0.946140 0.532241 0.34 0.61 -0.27 0.2752
H 2.953057 -0.010525 0.158212 -0.20 0.17 -0.87 0.2340
H -0.525357 2.324635 1.038471 0.72 -0.32 -0.23 0.3981
H -0.707930 0.662315 1.401955 1.25 0.78 -0.73 0.4313
H 0.207600 0.230741 -0.762187 0.21 -2.22 0.83 0.4730


Record 10
16
Properties=species:S:1:pos:R:3:forces:R:3:nbo_charge:R:1 method="wB97M-V/def2-TZVPD" multiplicity=1 max_force_ha_per_bohr=0.0068 relative_energy_ev=0.806 e_tot_ha=-363.05590 smiles="C[C@@H](O)CNC=O" lumo_ha=0.02895
C 1.885064 -0.220806 -1.031190 0.01 -0.02 -0.03 -0.6351
C 0.623706 0.490485 -0.531704 0.27 0.09 0.18 0.0911
O -0.416266 0.382530 -1.480397 -0.14 -0.10 0.04 -0.7273
C 0.210082 -0.052550 0.847448 0.10 -0.10 -0.05 -0.2585
N -1.114345 0.375386 1.263069 -0.08 0.03 -0.08 -0.6068
C -2.224634 -0.238287 0.792739 -0.01 -0.10 0.00 0.5386
O -2.217558 -1.216533 0.062057 0.02 0.27 0.22 -0.6436
H 2.568105 -0.512656 -0.223583 -0.14 0.12 -0.08 0.2040
H 2.438942 0.402263 -1.740335 -0.14 -0.11 0.09 0.2196
H 1.560856 -1.123229 -1.557849 0.15 0.01 0.10 0.2182
H 0.812813 1.567941 -0.433820 0.00 -0.13 0.01 0.1646
H -0.890922 -0.448219 -1.312208 0.01 0.13 -0.08 0.4877
H 0.210496 -1.149890 0.836962 0.01 0.18 -0.06 0.2171
H 0.936501 0.273393 1.600957 -0.13 -0.07 -0.14 0.2099
H -1.220615 1.250301 1.753525 -0.04 -0.15 -0.07 0.3997
H -3.162227 0.219872 1.154328 0.12 -0.06 -0.04 0.1210


Record 11
16
Properties=species:S:1:pos:R:3:forces:R:3:nbo_charge:R:1 method="wB97M-V/def2-TZVPD" multiplicity=1 max_force_ha_per_bohr=0.0096 relative_energy_ev=5.570 e_tot_ha=-362.88085 lumo_ha="0.03272 / 0.03272"
C -1.838897 -0.699062 1.296330 -0.14 -0.18 -0.20 0.5159
C -2.009773 -1.295241 -0.710135 0.08 0.08 0.28 -0.4225
O -2.280071 -1.744547 0.668726 0.16 0.45 0.13 -0.4781
O -2.634799 -0.106301 2.191279 0.04 -0.09 -0.37 -0.6547
H -3.495779 -0.553448 2.189795 0.07 0.01 -0.06 0.4969
H -0.833847 -0.287512 1.223146 -0.02 -0.27 -0.03 0.2203
H -1.106814 -1.769998 -1.089853 -0.05 0.20 0.07 0.1555
H -2.193421 -0.234533 -0.880549 -0.15 -0.19 0.18 0.1556
C 2.592519 1.065254 -1.192317 0.09 0.03 0.02 -0.6913
C 1.361357 0.594155 -0.479113 -0.02 -0.02 0.09 0.1584
N 1.190790 0.446450 0.767579 0.09 0.01 -0.04 -0.6393
H 2.028858 0.689663 1.301417 -0.03 0.03 -0.12 0.3325
H 0.505718 0.337522 -1.108461 0.04 0.04 -0.03 0.1712
H 2.933538 0.298728 -1.894105 -0.04 0.04 0.04 0.2331
H 2.374438 1.960972 -1.781051 -0.05 -0.08 0.03 0.2327
H 3.406182 1.297897 -0.502688 -0.07 -0.05 0.02 0.2137


Record 12
16
Properties=species:S:1:pos:R:3:forces:R:3:nbo_charge:R:1 method="wB97M-V/def2-TZVPD" multiplicity=2 s_squared=0.7752 charge=+1 max_force_ha_per_bohr=0.0803 relative_energy_ev=2.541 e_tot_ha=-362.66660 lumo_ha="-0.13479 / -0.31181"
C -0.096908 1.488388 0.848237 0.17 1.33 1.36 0.4531
N 0.383624 0.189731 0.644458 0.47 -1.59 -0.03 -0.0374
C 0.688449 -0.651098 1.910370 -2.63 -1.23 -2.94 -0.4268
C 0.580967 -0.406703 -0.724060 0.41 1.47 0.93 -0.2856
C -0.618821 -0.400728 -1.734822 1.58 2.40 -0.67 -0.0931
O -1.451893 0.794473 -1.657627 3.34 -0.74 1.61 -0.7145
O -0.175634 1.856585 2.012143 -0.22 -0.11 -1.13 -0.3570
H -0.298388 2.173168 0.002546 0.06 -0.83 0.04 0.2255
H -0.095468 -1.506892 1.918299 1.29 1.29 -0.21 0.2641
H 1.667132 -1.053889 1.900080 1.02 -0.34 -0.48 0.2568
H 0.522764 -0.054785 2.731252 -0.28 1.34 1.72 0.2631
H 0.796696 -1.412345 -0.484715 0.39 -1.22 -0.09 0.2386
H 1.532632 0.019298 -1.179798 -1.17 -0.02 0.71 0.2766
H -0.006615 -0.212688 -2.709631 -1.58 -1.63 1.18 0.2315
H -1.172631 -1.323246 -1.499629 0.07 0.37 -0.95 0.2158
H -2.255906 0.500731 -1.977103 -2.94 -0.48 -1.06 0.4890